1.
{"formula": "C4H9MgO4Pm", "method": "ωB97M-V/def2-TZVPD", "elements": ["O", "Mg", "O", "C", "O", "C", "C", "O", "C", "Pm", "H", "H", "H", "H", "H", "H", "H", "H", "H"], "xyz": [[-0.6009, -2.3519, -2.1700], [-1.4503, -1.2196, -3.4689], [-0.8015, 0.4013, -2.3839], [-1.2352, 1.4202, -1.5999], [-1.0303, 1.0043, -0.2190], [0.1468, 1.4782, 0.4316], [0.5329, 0.4395, 1.4548], [0.7071, -0.8034, 0.7714], [1.1767, -1.8690, 1.5886], [-0.5409, -1.1601, -1.0438], [-2.3100, 1.6349, -1.7202], [-0.6424, 2.3405, -1.7490], [-0.0400, 2.4416, 0.9250], [0.9829, 1.6397, -0.3183], [-0.2611, 0.3109, 2.2065], [1.4761, 0.7206, 1.9439], [1.4112, -2.7113, 0.9293], [2.0848, -1.5539, 2.1196], [0.3939, -2.1624, 2.3024]], "forces_ev_per_angstrom": [[-0.035, -9.827, -9.484], [-1.116, 0.331, -2.941], [-0.325, 1.320, -2.704], [-0.018, 1.621, 0.372], [-0.920, 1.535, 0.381], [0.774, 0.433, -0.574], [0.088, 0.245, 0.416], [1.461, 0.315, 1.535], [0.269, -0.281, 0.537], [0.535, 5.086, 11.909], [0.371, -0.113, 0.151], [-0.275, -0.275, -0.096], [-0.002, -0.221, -0.084], [-0.826, -0.272, 0.708], [0.226, 0.133, -0.102], [-0.252, -0.031, -0.030], [-0.012, 0.151, 0.155], [-0.214, -0.203, -0.083], [0.271, 0.053, -0.067]], "total_charge": 1, "orbital_gap_ev": [6.0, 9.8], "lumo_energy_ev": [-3.385, -3.774], "multiplicity": 6, "homo_energy_ev": [-9.42, -13.61]}

=====

2.
{"formula": "H16LiO8", "method": "ωB97M-V/def2-TZVPD", "elements": ["Li", "O", "H", "H", "O", "H", "H", "O", "H", "H", "O", "H", "H", "O", "H", "H", "O", "H", "H", "O", "H", "H", "O", "H", "H"], "xyz": [[1.8500, -1.0590, 3.8370], [-0.2000, -0.7970, 4.0150], [-0.6780, -0.5140, 4.7770], [-0.6520, -1.6490, 3.8530], [1.9270, 0.1850, 5.8410], [1.1300, 0.7460, 5.7710], [2.6470, 0.6560, 6.2420], [1.6300, -2.8650, 5.0870], [2.3920, -2.8760, 5.6870], [1.2810, -3.7110, 4.7610], [1.8060, -1.9720, 2.0000], [2.7070, -2.0160, 1.7310], [1.4570, -2.8720, 2.1170], [4.0320, -1.0420, 3.9580], [4.5450, -0.7630, 4.7480], [4.2480, -0.3190, 3.4310], [1.9520, 0.9080, 2.7220], [1.6030, 1.0040, 1.8360], [2.9000, 1.1840, 2.7010], [0.3720, 2.0760, 4.6770], [0.6190, 1.6290, 3.8890], [-0.5910, 2.2130, 4.6100], [-0.9280, 0.0160, 1.6040], [-0.2370, 0.3860, 1.0640], [-0.5550, -0.2340, 2.4770]], "forces_ev_per_angstrom": [[0.036, 0.111, 0.535], [-0.077, -1.555, -0.534], [-0.340, 0.851, 1.158], [0.405, 0.285, -0.179], [-0.539, -1.183, -0.644], [0.718, 0.458, 0.133], [0.045, 0.659, 0.352], [-0.384, 0.838, -0.674], [-0.527, -0.909, -0.306], [0.959, 0.110, 0.877], [-1.523, 0.047, 0.848], [1.103, -0.521, -0.455], [0.506, 0.346, -0.403], [0.053, -1.036, 2.158], [-0.556, -0.844, -0.180], [0.552, 1.798, -2.098], [1.360, -0.155, 0.431], [0.133, 0.076, -0.388], [-1.348, 0.075, -0.156], [-1.445, 0.581, 1.452], [0.550, -0.490, -1.325], [0.583, 0.149, 0.037], [-0.319, -0.183, 0.564], [0.209, 0.009, -0.311], [-0.154, 0.480, -0.893]], "total_charge": 1, "relative_energy_kcal_mol": 14.2, "orbital_gap_ev": 10.7, "lumo_energy_ev": -3.525, "homo_energy_ev": -14.19}

=====

3.
{"formula": "C47H36BrIN5O4P2RuSe2", "method": "ωB97M-V/def2-TZVPD", "elements": ["Ru", "C", "C", "N", "C", "C", "C", "O", "C", "C", "N", "C", "C", "C", "C", "C", "C", "I", "C", "O", "H", "H", "H", "H", "H", "H", "H", "H", "H", "H", "H", "H", "Se", "P", "C", "C", "C", "C", "C", "C", "C", "C", "C", "C", "C", "C", "C", "C", "N", "N", "N", "P", "Se", "C", "C", "C", "C", "C", "C", "C", "C", "C", "C", "C", "C", "H", "H", "H", "H", "H", "H", "H", "H", "H", "H", "H", "H", "H", "H", "H", "H", "H", "H", "H", "H", "Br", "C", "C", "C", "C", "C", "C", "C", "O", "O", "H", "H", "H", "H"], "xyz": [[0.5174, 0.0590, -0.1104], [2.9448, -3.9227, -0.0470], [1.5107, -4.0503, 0.3595], [1.0892, -5.1672, 0.8959], [-0.1980, -5.2677, 1.2962], [-1.1241, -4.2770, 1.1187], [-2.5181, -4.4355, 1.6604], [-2.8729, -3.3833, 2.5566], [-0.7016, -3.0703, 0.5085], [-1.6546, -2.0228, 0.2766], [-1.4007, -0.8087, -0.0714], [-2.5006, 0.0910, -0.1287], [-3.3345, 0.2488, 0.9714], [-4.3796, 1.1596, 0.9226], [-4.5924, 1.9152, -0.2202], [-3.7614, 1.7618, -1.3224], [-2.7178, 0.8554, -1.2692], [-1.4179, 0.6292, -2.8829], [0.6484, -2.9184, 0.1737], [1.1673, -1.8390, -0.3111], [3.4461, -4.8773, 0.0913], [3.4416, -3.1581, 0.5551], [3.0273, -3.6004, -1.0861], [-0.4726, -6.1956, 1.7851], [-2.5985, -5.4097, 2.1507], [-3.2683, -4.4108, 0.8661], [-2.1113, -3.1957, 3.1192], [-2.7016, -2.2728, 0.4242], [-3.1424, -0.3385, 1.8617], [-5.0253, 1.2783, 1.7827], [-5.4048, 2.6285, -0.2602], [-3.9215, 2.3498, -2.2156], [3.0701, 0.4266, 5.8636], [1.1110, 1.1581, 5.6076], [0.9457, 2.9523, 5.7767], [2.0625, 3.7209, 6.0773], [1.9186, 5.0756, 6.3503], [0.6588, 5.6516, 6.3465], [-0.4599, 4.8885, 6.0322], [-0.3163, 3.5467, 5.7301], [-0.0216, 0.4483, 6.8395], [-0.5746, 1.2273, 7.8516], [-1.3454, 0.6391, 8.8454], [-1.5641, -0.7284, 8.8375], [-0.9945, -1.5129, 7.8429], [-0.2174, -0.9343, 6.8544], [0.4457, 0.7201, 3.9771], [0.5399, 1.2420, 2.6863], [0.1412, 0.2245, 1.8704], [-0.1898, -0.8211, 2.5979], [-0.0144, -0.5456, 3.8588], [0.9098, 2.7757, 1.8383], [0.1039, 2.5280, -0.1596], [2.6656, 3.1544, 1.8695], [3.2035, 3.9352, 0.8476], [4.5620, 4.2067, 0.8385], [5.3801, 3.6973, 1.8393], [4.8426, 2.9114, 2.8476], [3.4843, 2.6325, 2.8627], [0.0138, 4.1771, 2.5287], [-1.3814, 4.1138, 2.5452], [-2.1159, 5.2462, 2.8411], [-1.4647, 6.4478, 3.1046], [-0.0816, 6.5067, 3.0998], [0.6644, 5.3689, 2.8161], [3.0333, 3.2416, 6.1211], [2.7902, 5.6717, 6.5876], [0.5434, 6.7022, 6.5825], [-1.4416, 5.3425, 6.0174], [-1.1886, 2.9496, 5.4883], [-0.3982, 2.2934, 7.8856], [-1.7671, 1.2551, 9.6290], [-2.1661, -1.1863, 9.6119], [-1.1474, -2.5843, 7.8420], [0.2395, -1.5490, 6.0939], [2.5698, 4.3004, 0.0484], [4.9849, 4.7973, 0.0364], [6.4440, 3.8964, 1.8175], [5.4758, 2.4928, 3.6195], [3.0897, 1.9862, 3.6380], [-1.8832, 3.1873, 2.2888], [-3.1973, 5.2006, 2.8460], [-2.0424, 7.3389, 3.3153], [0.4248, 7.4392, 3.3123], [1.7462, 5.4167, 2.8030], [4.4884, 2.2418, -2.9055], [5.2668, 1.1861, -1.5413], [6.6511, 1.1919, -1.4537], [7.2843, 0.4846, -0.4436], [6.5366, -0.2135, 0.4935], [5.1560, -0.2011, 0.4088], [4.5024, 0.4825, -0.6159], [3.0139, 0.4216, -0.6274], [2.3256, 0.4067, -1.6588], [2.4313, 0.3695, 0.5182], [7.2252, 1.7535, -2.1775], [8.3654, 0.4870, -0.3899], [7.0246, -0.7608, 1.2888], [4.5515, -0.7229, 1.1388]], "forces_ev_per_angstrom": [[0.205, -0.100, 0.762], [0.007, 0.003, 0.001], [-0.024, -0.074, 0.007], [0.016, 0.028, -0.020], [-0.016, 0.002, 0.002], [0.012, -0.013, 0.010], [0.006, 0.013, -0.009], [-0.005, -0.024, 0.026], [-0.039, 0.035, 0.007], [0.032, -0.052, 0.032], [0.057, 0.254, -0.308], [-0.002, -0.017, -0.027], [-0.004, 0.007, 0.019], [0.011, -0.003, 0.016], [0.002, 0.008, -0.013], [-0.014, 0.017, 0.006], [0.019, -0.012, -0.050], [-0.004, 0.023, -0.112], [-0.074, 0.011, -0.046], [0.124, -0.090, 0.105], [-0.001, 0.002, 0.000], [-0.004, 0.002, -0.003], [0.001, -0.005, -0.002], [0.001, 0.001, -0.002], [-0.009, 0.002, 0.001], [0.006, 0.004, -0.003], [0.007, 0.012, -0.018], [0.000, 0.001, 0.008], [-0.001, -0.008, 0.002], [-0.002, -0.001, 0.004], [-0.002, 0.000, -0.001], [0.001, -0.002, 0.000], [0.006, 0.008, -0.012], [0.017, -0.039, 0.015], [0.010, 0.013, -0.020], [-0.020, 0.006, 0.008], [-0.001, -0.004, 0.004], [0.005, 0.018, -0.012], [-0.011, 0.004, -0.022], [-0.023, -0.001, -0.018], [0.006, -0.010, 0.000], [-0.005, 0.017, 0.001], [0.000, -0.003, 0.005], [-0.001, 0.001, -0.003], [0.004, 0.003, 0.002], [-0.011, 0.001, 0.011], [0.013, 0.028, -0.002], [-0.009, -0.056, -0.043], [0.046, -0.038, -0.074], [0.058, -0.011, -0.048], [-0.073, 0.033, 0.061], [-0.050, -0.031, -0.018], [0.005, 0.010, 0.008], [0.009, -0.098, -0.058], [0.012, -0.010, -0.010], [-0.012, 0.000, -0.027], [0.009, -0.034, -0.017], [0.006, -0.017, 0.016], [-0.047, 0.011, 0.023], [-0.010, 0.002, -0.001], [0.005, 0.010, 0.006], [-0.005, -0.006, 0.031], [-0.001, -0.003, 0.025], [0.009, 0.000, 0.015], [0.019, 0.016, 0.012], [-0.001, 0.000, -0.002], [-0.001, 0.000, -0.001], [0.001, -0.001, 0.000], [-0.008, 0.004, -0.008], [0.003, 0.000, 0.000], [-0.005, -0.016, 0.004], [0.000, 0.000, 0.000], [0.000, 0.000, -0.001], [0.000, 0.001, 0.000], [0.004, -0.004, -0.006], [-0.006, -0.009, -0.004], [-0.003, 0.002, -0.001], [0.000, 0.007, 0.007], [0.000, -0.005, 0.000], [0.030, -0.004, -0.039], [-0.001, 0.001, 0.003], [0.002, 0.001, -0.001], [0.001, -0.001, -0.004], [-0.001, 0.000, 0.001], [-0.016, 0.003, 0.002], [-0.018, 0.014, -0.003], [0.012, 0.037, 0.010], [0.015, -0.009, 0.004], [-0.004, 0.004, -0.011], [-0.005, 0.001, 0.001], [-0.003, -0.007, 0.024], [-0.006, 0.029, 0.045], [-0.127, 0.080, -0.020], [-0.273, -0.111, -0.079], [0.159, 0.128, -0.177], [-0.001, -0.002, 0.005], [-0.005, 0.001, 0.002], [0.000, 0.004, -0.004], [-0.001, 0.007, 0.001]], "relative_energy_kcal_mol": 9.4, "orbital_gap_ev": [7.5, 6.6], "lumo_energy_ev": [-0.216, -1.138], "multiplicity": 2, "homo_energy_ev": [-7.76, -7.71]}